23
Properties=species:S:1:pos:R:3:forces:R:3:mulliken_charge:R:1 method="wB97M-V/def2-TZVPD" e_homo_ev=-9.0 e_above_lowest_ev=0.590 homo_lumo_gap_ev=10.0 smiles="C/C(=C/CN)C(C)C"
C 2.044417 0.645180 0.757329 0.1 0.0 0.0 -1.32
C 0.547180 0.917119 0.915185 0.2 -0.1 -0.1 0.54
C 0.039279 2.020580 -0.028163 0.5 0.1 0.6 -1.40
C -0.283501 -0.363261 0.827396 -0.2 0.5 0.4 0.96
C -0.971308 -0.705832 2.130625 -0.3 0.1 -0.3 -1.65
C -0.489237 -1.130682 -0.237657 -0.1 -0.4 0.1 -0.79
C 0.038853 -0.989033 -1.634810 0.8 0.4 0.6 -0.44
H 2.654466 1.526661 0.992963 -0.2 -0.1 -0.1 0.40
H 2.251776 0.332142 -0.261927 0.2 0.0 -0.1 0.28
H 2.362082 -0.155982 1.429017 0.0 0.0 -0.1 0.33
H 0.448067 1.275602 1.944244 -0.3 0.1 -0.1 0.40
H 0.228026 1.798988 -1.068990 0.0 -0.2 -0.3 0.25
H -1.024788 2.169559 0.120418 -0.2 0.1 -0.1 0.35
H 0.563373 2.961652 0.188197 -0.2 -0.1 0.0 0.42
H -1.557169 -1.628290 2.019020 0.2 0.3 0.3 0.40
H -1.640684 0.115617 2.459671 0.3 -0.4 -0.2 0.31
H -0.224792 -0.812831 2.914663 0.0 -0.2 0.2 0.35
H -1.150593 -1.991377 -0.094776 0.1 0.2 -0.1 0.25
H 0.834510 -0.218739 -1.643841 -0.3 -0.2 -0.2 0.23
H 0.531196 -1.919936 -1.917436 0.0 -0.1 -0.1 0.31
H -1.560899 0.097619 -2.271816 0.0 -0.1 0.0 0.23
H -0.810059 -0.661668 -3.496156 0.3 -0.1 -0.2 0.22
N -1.065516 -0.750492 -2.527527 -0.8 0.3 -0.2 -0.64



23
Properties=species:S:1:pos:R:3:forces:R:3:mulliken_charge:R:1 method="wB97M-V/def2-TZVPD" e_homo_ev=-7.5 e_above_lowest_ev=8.116 homo_lumo_gap_ev=8.5
C -2.741178 -0.740439 0.838453 -0.3 -1.7 -0.9 -1.61
C -1.624923 -0.548547 -0.207812 -2.1 0.2 4.7 0.40
C -0.610843 0.418287 0.519377 -0.8 2.0 -0.4 -1.30
C 0.834811 0.088661 0.647531 -0.8 -1.3 -1.0 -0.32
C 1.974480 0.830885 0.116508 -2.4 -1.5 2.6 0.48
C 3.136612 0.169888 0.884304 0.0 1.0 0.2 -1.22
C 1.391494 0.120437 -1.187042 2.0 1.2 -2.2 -1.20
N -2.300961 0.320357 -1.471756 2.2 -2.3 1.2 -0.71
H -2.246154 -1.048450 1.759064 -0.4 0.6 0.4 0.46
H -3.349703 -1.622079 0.609903 0.0 0.0 -0.4 0.41
H -3.463515 0.073654 0.814448 0.5 0.4 0.6 0.35
H -1.094373 -1.512886 -0.247287 -0.3 0.0 -1.3 0.24
H -0.956957 0.447372 1.552953 0.2 0.2 0.1 0.45
H -0.906320 1.401898 0.093047 0.4 0.1 0.1 0.48
H 1.884050 1.918070 0.109418 0.4 0.0 -0.5 0.43
H 3.044314 -0.910149 0.826599 0.4 0.0 -0.5 0.34
H 4.134138 0.599731 0.779127 0.1 -0.3 -0.5 0.38
H 2.839739 0.336104 1.917815 0.3 0.2 0.2 0.31
H 2.252769 -0.415119 -1.597533 -0.3 -0.2 -0.1 0.39
H 0.513817 -0.485315 -1.368209 0.1 -0.5 1.0 0.38
H 1.180778 0.976730 -1.845755 0.1 -0.1 0.1 0.32
H -1.309453 -0.033770 -1.383912 1.0 2.2 -3.6 0.32
H -2.582621 -0.385322 -2.159241 -0.5 -0.1 0.2 0.24



23
Properties=species:S:1:pos:R:3:forces:R:3:mulliken_charge:R:1 method="wB97M-V/def2-TZVPD" e_homo_ev="-6.7 / -7.3" e_above_lowest_ev=4.871 homo_lumo_gap_ev="7.0 / 8.1"
C -0.558519 0.066806 1.265451 -1.0 -0.6 0.3 -0.39
C 0.387337 1.407912 -1.505505 0.0 -0.6 -0.1 -1.12
C 2.233890 0.507853 -0.203593 -0.1 -0.2 -0.3 -1.06
C -1.917327 0.654011 1.364430 -0.3 -0.1 0.2 -1.12
C -1.084564 -1.239832 -0.880285 0.0 0.0 0.3 -1.85
N 0.817850 0.503230 -0.463560 -0.1 -0.8 0.6 0.18
C -0.105925 -0.774394 0.184793 0.7 2.7 -0.6 1.65
C 0.528091 -1.808583 0.941068 0.5 -0.6 -0.1 -1.27
H 0.155020 0.331525 2.034379 0.1 -0.2 -0.2 0.35
H 0.691945 1.054853 -2.503336 0.0 0.1 -0.1 0.32
H 0.819191 2.406593 -1.362914 0.0 -0.1 0.1 0.35
H -0.697850 1.521359 -1.511126 0.0 0.0 0.0 0.30
H 2.814910 0.235550 -1.097240 0.1 0.0 0.0 0.32
H 2.484626 -0.232477 0.561204 -0.1 0.1 0.0 0.31
H 2.579708 1.492605 0.133344 0.0 0.0 0.0 0.30
H -2.069059 1.430635 0.605918 0.1 0.0 0.0 0.26
H -2.103790 1.095400 2.343576 0.0 0.0 -0.1 0.35
H -2.698655 -0.091859 1.184232 0.1 0.0 0.0 0.27
H -1.823013 -1.914656 -0.443767 0.0 0.0 0.0 0.43
H -1.630645 -0.418375 -1.341925 0.1 0.0 0.0 0.41
H -0.540742 -1.787539 -1.651213 0.0 0.1 0.0 0.40
H 0.541631 -2.823002 0.562299 -0.2 -0.1 0.1 0.23
H 1.175890 -1.617616 1.783768 0.0 0.2 -0.1 0.38



23
Properties=species:S:1:pos:R:3:forces:R:3:mulliken_charge:R:1 method="wB97M-V/def2-TZVPD" e_homo_ev=-8.8 e_above_lowest_ev=1.943 homo_lumo_gap_ev=10.0 smiles="C=C(CC)C[C@@H](C)N"
C -2.191838 0.106891 0.365700 -0.9 2.3 0.4 -1.11
C -0.990324 0.555608 1.216525 0.4 -1.2 0.4 0.38
C 0.147104 -0.506163 1.073898 0.6 0.8 2.9 -1.32
C 1.034822 -0.157924 -0.070455 -1.2 -1.4 -0.6 0.48
C 1.876350 0.838042 -0.079945 2.1 2.1 -0.3 -0.98
C 0.814601 -0.983959 -1.304309 0.8 -0.5 -1.5 -0.15
C 1.342572 -0.422970 -2.660394 -0.3 -2.2 0.7 -1.61
N -1.235724 0.740600 2.653382 -0.6 0.0 0.3 -0.60
H -2.765584 1.028761 0.006769 1.0 -1.2 -0.2 0.28
H -1.878084 -0.585864 -0.412740 -0.4 0.3 -0.1 0.21
H -2.969795 -0.310455 0.989591 0.1 -0.8 0.3 0.36
H -0.524853 1.437471 0.800082 -0.3 0.5 0.1 0.38
H 0.667483 -0.420102 2.060960 0.2 0.5 -0.9 0.38
H -0.199123 -1.524250 1.264516 -0.3 -0.2 -1.3 0.40
H 2.474688 1.143652 -0.927344 -0.3 -0.7 -0.9 0.30
H 2.229369 1.573354 0.638074 -0.9 -0.6 1.1 0.34
H 1.386243 -1.895918 -1.174244 0.1 -0.5 0.3 0.25
H -0.192632 -1.371313 -1.443137 -0.3 0.4 0.3 0.38
H 0.879290 0.510794 -2.863262 0.8 1.4 -0.1 0.44
H 2.411971 -0.679937 -2.720101 -0.1 1.6 0.1 0.35
H 0.993223 -1.024560 -3.491000 -0.6 -0.6 0.0 0.43
H -1.250081 1.663524 3.059895 0.2 0.3 -0.6 0.20
H -2.059678 0.284718 3.017540 -0.1 -0.3 -0.3 0.19



23
Properties=species:S:1:pos:R:3:forces:R:3:mulliken_charge:R:1 method="wB97M-V/def2-TZVPD" e_homo_ev=-8.4 e_above_lowest_ev=1.057 homo_lumo_gap_ev=9.5 smiles="C=C(NC)[C@H](C)CC"
C -0.455895 -0.400837 -0.099329 -3.2 2.2 1.0 0.48
C -1.750832 0.511689 0.377219 1.1 -1.7 -0.7 -0.65
C 3.231067 -0.163191 0.375625 0.0 0.3 0.2 -0.99
C -0.580747 -0.774158 -1.571546 0.1 -0.1 0.2 -1.38
C -2.957459 -0.377051 0.633909 0.0 0.2 0.0 -1.31
N 1.862287 -0.615180 0.334464 -1.5 1.9 -0.3 -0.23
C 0.738588 0.410799 0.174285 3.5 -3.0 -0.2 0.35
C 0.952501 1.707623 0.020297 0.0 0.0 0.0 -1.12
H 1.644411 -1.276287 1.069436 -0.1 0.2 -0.1 0.23
H -0.480828 -1.296762 0.527762 0.2 0.0 0.0 0.25
H -1.968670 1.225092 -0.417358 0.0 0.1 0.0 0.30
H -1.501591 1.065781 1.283462 0.2 0.0 -0.1 0.43
H 3.896202 -1.017203 0.518549 -0.1 0.0 0.0 0.31
H 3.480982 0.313874 -0.574172 0.0 0.0 0.0 0.32
H 3.424962 0.563408 1.179301 0.1 0.0 -0.1 0.34
H 0.251002 -1.415321 -1.855043 0.0 -0.1 -0.1 0.39
H -1.515427 -1.299546 -1.756863 0.0 -0.1 0.0 0.36
H -0.556785 0.118034 -2.193155 0.0 0.1 0.0 0.31
H 1.934578 2.141470 0.095958 0.2 0.0 0.1 0.32
H 0.153981 2.381299 -0.233732 -0.2 0.0 0.0 0.26
H -3.231318 -0.940288 -0.256492 -0.1 -0.1 0.0 0.30
H -2.752798 -1.085528 1.436155 0.0 -0.1 0.0 0.34
H -3.818210 0.222284 0.931267 -0.1 -0.1 0.0 0.38



23
Properties=species:S:1:pos:R:3:forces:R:3:mulliken_charge:R:1 method="wB97M-V/def2-TZVPD" e_homo_ev=-8.1 e_above_lowest_ev=1.932 homo_lumo_gap_ev=9.2 smiles="CCCC/C=C(/C)N"
C -0.714233 1.701330 -2.750943 0.5 1.5 -0.5 -1.17
C -0.187390 0.279430 -2.686159 -0.4 -0.5 0.1 -0.31
C 0.863999 0.119737 -1.586519 -1.1 1.5 1.2 -0.72
C 0.087801 0.141105 -0.255456 -1.8 1.5 1.7 -0.29
N -1.149087 -0.213935 2.208773 0.5 -0.4 -0.2 -0.48
C 0.214937 -0.675895 2.118755 -0.8 -0.8 -1.9 0.18
C 0.758682 -0.456592 0.898910 2.5 -0.7 2.1 -0.40
C 0.656435 -1.658384 3.200540 -1.3 2.6 0.6 -1.15
H -1.299383 1.989017 -3.627992 0.4 -0.5 -0.5 0.36
H 0.135118 2.416601 -2.688444 -0.6 -0.2 0.0 0.28
H -1.440280 1.982134 -1.989615 0.3 -0.4 0.7 0.30
H -1.131117 -0.301562 -2.445693 1.5 -0.2 -0.5 0.23
H 0.331004 -0.076698 -3.585658 -0.8 0.3 -0.3 0.31
H 1.622390 -0.643504 -1.744847 -0.7 -1.0 0.3 0.41
H 1.549417 0.978723 -1.525217 -0.4 0.3 -0.4 0.33
H -0.397293 1.148115 0.133073 1.9 -0.9 -1.4 0.22
H -0.938953 -0.273652 -0.193305 0.4 -0.9 -1.1 0.38
H -1.265732 0.668737 2.681286 -0.1 -0.1 0.2 0.21
H -1.731273 -0.949838 2.561296 -0.5 0.1 0.5 0.20
H 1.854617 -0.691111 0.803204 -1.1 -0.1 -0.1 0.20
H -0.041476 -2.510053 3.280375 0.3 0.4 -0.1 0.29
H 1.655843 -1.975737 3.084048 1.1 -0.5 -0.2 0.36
H 0.565968 -0.997972 4.109598 0.2 -1.2 -0.2 0.27



23
Properties=species:S:1:pos:R:3:forces:R:3:mulliken_charge:R:1 method="wB97M-V/def2-TZVPD" e_homo_ev="-7.0 / -8.6" e_above_lowest_ev=4.683 homo_lumo_gap_ev="6.9 / 9.1"
C 1.412280 0.624432 -0.615367 -0.1 -0.1 0.0 -0.94
C -0.691118 1.740477 0.250853 0.0 -0.2 0.0 -1.68
C 2.150066 0.715066 0.722877 -0.1 0.0 -0.1 -1.25
C -0.129811 0.579158 -0.567082 -0.1 -0.6 0.6 1.72
N -0.787376 0.444841 -1.768545 -0.1 0.1 -0.4 -0.87
H -0.254825 -0.189789 -2.369210 0.1 0.0 0.0 0.28
H 1.660950 1.502009 -1.219501 0.0 0.0 0.0 0.42
H 1.767574 -0.238071 -1.185802 0.0 0.0 0.0 0.40
H -1.773556 1.784941 0.152329 0.0 0.0 0.0 0.42
H -0.432489 1.661021 1.308036 0.0 0.0 0.0 0.37
H -0.287538 2.676694 -0.138867 0.0 0.0 0.0 0.39
H 1.909297 -0.116710 1.389060 0.0 0.0 0.0 0.29
H 1.911225 1.638991 1.250022 0.0 0.0 0.0 0.34
H 3.229944 0.697169 0.562753 -0.1 0.0 0.0 0.37
C -2.172864 -1.078991 0.194623 0.1 0.1 -0.1 -1.22
C -0.670373 -0.890502 0.113690 0.6 0.9 1.3 0.51
C 0.117779 -2.062883 0.081942 0.3 -1.3 -1.3 -1.35
H -0.144878 -1.044034 1.169356 -0.7 1.2 -0.2 0.20
H -2.695381 -0.140087 0.038545 0.0 0.0 0.1 0.31
H -2.448639 -1.487694 1.169538 0.0 0.0 -0.1 0.33
H -2.529452 -1.761258 -0.577652 0.1 -0.1 0.0 0.30
H 1.196263 -2.020176 0.118233 0.0 0.0 0.1 0.30
H -0.337078 -3.034604 -0.079831 0.0 -0.1 0.0 0.34



24
Properties=species:S:1:pos:R:3:forces:R:3:mulliken_charge:R:1 method="wB97M-V/def2-TZVPD" total_charge=+1 e_homo_ev="-13.4 / -13.4" e_above_lowest_ev=4.560 homo_lumo_gap_ev="9.2 / 9.2" smiles="C=[N+]1C[C@@H](CC)N1CC"
C -0.498681 1.794116 -0.444447 -0.9 0.8 1.0 -1.04
C -2.704073 0.990385 0.279832 -0.5 0.4 -0.6 -0.06
C 0.553184 0.736696 -0.429853 -0.6 -1.6 2.9 0.14
C 2.831541 -0.022310 0.040977 1.2 0.5 -0.1 -1.24
C -0.756692 -2.253663 -0.538339 -1.3 -1.3 -1.9 -1.03
C 1.775276 0.986469 0.402643 -0.1 0.2 -3.5 -0.74
C -0.728317 -1.467175 0.749995 3.7 -0.4 -2.4 -0.38
N -1.429109 0.822527 0.078738 -2.0 -1.0 1.9 0.06
N -0.435265 -0.075927 0.431739 -0.7 2.3 0.3 -0.05
H -0.481433 2.634656 0.272544 0.8 -0.6 0.0 0.35
H -0.934732 2.222890 -1.276805 -0.1 0.7 -2.5 0.39
H -3.235758 1.787082 -0.318247 1.2 -0.6 0.9 0.23
H -3.392464 0.469804 0.968776 1.0 -0.5 -0.6 0.28
H 0.599560 0.124595 -1.268097 0.9 -0.3 -2.2 0.54
H 2.777759 -0.677615 0.844931 0.8 -1.7 1.4 0.32
H 3.890511 0.274249 -0.190392 -1.1 0.2 0.8 0.35
H 2.544317 -0.585705 -0.818981 -0.3 -0.4 -0.7 0.33
H -1.519129 -1.831623 -1.337868 1.0 -1.3 1.9 0.27
H 0.160491 -2.275608 -1.126452 0.5 0.6 0.5 0.29
H -0.816866 -3.363193 -0.297638 -0.8 1.3 -0.5 0.38
H 2.001154 1.939948 0.054166 1.2 2.1 -0.2 0.39
H 1.380376 1.094535 1.360469 0.2 -0.2 2.0 0.58
H 0.049045 -1.990227 1.382511 -0.9 1.3 -0.1 0.27
H -1.630689 -1.334911 1.179796 -3.0 -0.7 1.9 0.36